This record from the Open Molecules 2025 dataset describes a molecular structure, C21H41O3P3W at a distorted geometry. The level of theory is ωB97M-V with the def2-TZVPD basis set.

Calculated values
* multiplicity: 3
* gap between HOMO and LUMO (spin up / spin down): 0.1371 / 0.1333 Ha
* DFT total energy: -58225.9712 eV
* M: 618.32 u
* total charge: +4

Each line ends with the natural charge from an NBO analysis.
CARTESIAN COORDINATES (ANGSTROEM)
P -3.01677 -0.59327 -2.19145  1.265
C -4.15284 -1.49820 -1.01867  -0.931
H -5.04338 -1.85517 -1.52814  0.303
H -4.40815 -0.91448 -0.12965  0.266
H -3.58668 -2.37621 -0.68485  0.263
C -3.97808 0.99355 -2.48314  -0.937
H -3.44397 1.57491 -3.24338  0.261
H -4.02434 1.64603 -1.59163  0.267
H -5.00948 0.82251 -2.83280  0.308
C -3.52868 -1.45582 -3.77975  -0.927
H -4.48873 -1.07614 -4.15813  0.301
H -3.58184 -2.55455 -3.68863  0.282
H -2.74456 -1.24564 -4.51503  0.260
P 3.76931 -3.18327 -0.85310  1.282
C 2.24677 -3.56767 0.06143  -0.949
H 2.67145 -4.26112 0.76745  0.277
H 1.56377 -4.03660 -0.66437  0.280
H 1.84338 -2.68933 0.59316  0.265
C 4.21015 -4.41321 -2.08395  -0.955
H 5.03023 -4.01819 -2.70565  0.300
H 3.32636 -4.69606 -2.66366  0.285
H 4.55636 -5.17357 -1.39469  0.282
C 5.18541 -3.10990 0.24238  -0.958
H 5.18198 -4.15483 0.51494  0.276
H 4.95494 -2.43669 1.06774  0.274
H 6.08967 -2.81919 -0.30855  0.299
P 0.92122 2.50418 2.85631  1.266
C 0.31376 1.56541 4.32877  -0.943
H -0.05113 2.22472 5.11329  0.305
H 1.14989 0.98483 4.72366  0.271
H -0.48793 0.87729 4.05427  0.267
C 2.19514 3.63098 3.64398  -0.936
H 1.73595 4.39321 4.27974  0.304
H 2.70075 4.13893 2.82691  0.260
H 2.98786 3.14059 4.22821  0.285
C -0.43050 3.79459 2.67903  -0.927
H -0.73429 4.21496 3.63764  0.300
H -1.31212 3.36166 2.21338  0.265
H -0.12800 4.59993 2.03276  0.263
W 1.71289 1.04933 -1.88246  0.663
C 0.01537 -0.08522 -1.30298  0.467
O -0.55885 -0.79097 -0.52148  -0.411
C 1.40685 0.76591 0.37867  0.523
O 1.13518 0.04992 1.27503  -0.392
C 3.65512 1.86524 -2.03534  -0.239
C 2.63124 2.82367 -2.27067  -0.291
C 1.61589 2.50062 -3.27947  -0.292
C 1.68412 1.25577 -3.94631  -0.248
C 2.69370 0.33590 -3.65903  -0.249
C 3.65077 0.62140 -2.65365  -0.260
H 4.51736 2.12373 -1.40984  0.310
H 2.53526 3.66994 -1.66135  0.287
H 0.80062 3.14278 -3.44289  0.294
H 0.95358 0.94795 -4.69835  0.303
H 2.86923 -0.54675 -4.28464  0.304
H 4.53215 -0.03641 -2.58114  0.299
C -3.55586 -1.22456 2.56919  -0.438
C -4.46196 0.03038 2.58495  -0.445
C -3.60701 1.14411 1.98845  -0.074
O -2.25350 0.67442 1.82287  -0.594
C -2.15800 -0.68158 2.31332  -0.067
H -3.58802 -1.75784 3.52944  0.257
H -3.83030 -1.91149 1.77768  0.204
H -4.73124 0.26767 3.60953  0.247
H -5.38498 -0.11575 2.00503  0.235
H -3.98964 1.46940 0.99903  0.162
H -3.61775 2.04350 2.64752  0.197
H -1.52891 -0.68225 3.22229  0.168
H -1.62619 -1.28807 1.56072  0.167



This record from the Open Molecules 2025 dataset describes a molecular structure, C4H6FLaO4 at a distorted geometry. The level of theory is ωB97M-V with the def2-TZVPD basis set.

Calculated values
* multiplicity: 2
* gap between HOMO and LUMO (spin up / spin down): 0.2071 / 0.2845 Ha
* DFT total energy: -16003.7968 eV
* M: 275.99 u
* total charge: +1

Each line ends with the Mulliken charge.
CARTESIAN COORDINATES (ANGSTROEM)
C -2.32822 -0.95702 -2.01928  -0.641
O -1.74764 -0.89354 -0.75738  -0.633
La -0.40024 -2.29398 0.83497  1.421
H -3.32006 -0.46615 -2.00798  0.193
H -1.72734 -0.42849 -2.78326  0.261
H -2.47776 -2.00198 -2.34952  0.252
C -2.72284 0.27999 1.23420  0.996
O -2.51070 1.57799 0.89676  -0.292
C -3.71478 2.19041 0.53295  0.355
C -4.77226 1.22476 1.05806  -0.347
O -4.03099 0.03027 1.29920  -0.321
O -1.91749 -0.31026 1.96396  -0.822
F -3.75858 2.28242 -0.83409  -0.268
H -3.75012 3.20630 0.93853  0.263
H -5.21414 1.57326 1.99858  0.307
H -5.53956 1.01558 0.30644  0.275



This record from the Open Molecules 2025 dataset describes 16 unconnected molecules or ions with the total composition C32H96O16 at a distorted geometry. The level of theory is ωB97M-V with the def2-TZVPD basis set.

Calculated values
* gap between HOMO and LUMO: 0.3612 Ha
* DFT total energy: -67492.3787 eV
* M: 737.10 u

Each line ends with the Mulliken charge.
CARTESIAN COORDINATES (ANGSTROEM)
C 0.50687 -1.20146 0.32147  -0.089
C -0.81771 -0.47484 0.69485  -0.269
O -0.66747 0.86373 0.35903  -0.445
H 1.34342 -0.63379 0.72894  -0.152
H 0.67882 -1.15164 -0.75373  0.114
H 0.66491 -2.22509 0.66104  0.151
H -1.10835 -0.77721 1.70092  -0.066
H -1.62253 -0.83572 0.05443  0.516
H -0.12350 1.28988 1.02543  0.310
C 0.15771 5.81220 0.71848  -0.590
C -1.24925 6.24418 1.14450  -0.359
O -1.13690 6.63792 2.47177  -0.551
H 0.20466 5.52225 -0.33120  0.234
H 0.47985 4.94305 1.29199  -0.025
H 0.92190 6.58557 0.79609  0.453
H -2.01330 5.48257 0.98868  0.250
H -1.65269 7.08627 0.58217  0.339
H -0.49101 7.31822 2.67579  0.281
C -5.96763 2.62402 -2.58036  -0.990
C -6.63111 1.25133 -2.29868  -0.060
O -7.75076 1.55045 -1.47639  -0.534
H -5.80933 3.15205 -1.64002  0.270
H -6.57373 3.23328 -3.25084  0.300
H -4.99188 2.36717 -2.99271  0.265
H -5.91630 0.70848 -1.68024  0.147
H -6.83080 0.62773 -3.17008  0.279
H -7.84634 0.89733 -0.77933  0.328
C 2.99113 3.28912 -3.10635  -0.404
C 1.89861 4.32148 -3.10109  0.587
O 2.07889 5.19469 -4.14932  -0.603
H 3.17960 2.87107 -2.11750  -0.300
H 3.81598 3.78686 -3.61623  0.368
H 2.67301 2.39698 -3.64578  0.123
H 1.85398 4.92510 -2.19460  -0.297
H 0.88879 3.91239 -3.13284  0.149
H 1.89496 6.05521 -3.76553  0.348
C -1.71407 -2.41338 4.55661  -0.859
C -3.16607 -2.98097 4.24022  -0.269
O -3.16667 -4.31501 4.40860  -0.541
H -0.98542 -2.85176 3.87471  0.219
H -1.33734 -2.74291 5.52490  0.427
H -1.71119 -1.32760 4.65233  0.167
H -3.49827 -2.78384 3.22096  0.242
H -3.95757 -2.59863 4.88477  0.320
H -4.08938 -4.57172 4.47422  0.271
C 0.09619 -8.03993 3.03102  -1.114
C -0.98050 -6.93061 2.95759  -0.108
O -0.91336 -6.11435 4.13270  -0.499
H -0.13922 -8.72811 3.84286  0.328
H 1.09398 -7.63465 3.19910  0.193
H 0.22841 -8.65393 2.14018  0.362
H -1.92162 -7.47009 3.06423  0.268
H -1.06241 -6.44369 1.98584  0.298
H -1.68284 -5.55011 4.23823  0.319
C 3.91226 5.16095 -0.23904  -0.609
C 4.46452 6.39227 -0.83008  -0.384
O 3.67452 7.47236 -0.30066  -0.509
H 3.71734 5.33605 0.81900  0.493
H 4.48186 4.24426 -0.39181  0.289
H 2.85952 4.91064 -0.37018  -0.130
H 4.25328 6.36003 -1.89893  0.207
H 5.54535 6.39881 -0.68914  0.344
H 3.92877 8.28204 -0.74943  0.286
C -7.18064 -2.21169 0.88417  -1.056
C -8.49506 -2.15520 0.05829  -0.264
O -8.89556 -0.81069 0.01674  -0.491
H -7.38373 -2.06039 1.94434  0.308
H -6.43066 -1.50248 0.53395  0.264
H -6.62279 -3.12448 0.67508  0.363
H -9.27724 -2.77246 0.50022  0.346
H -8.14596 -2.43858 -0.93465  0.249
H -9.80945 -0.74410 -0.26954  0.279
C -2.89167 2.19802 4.49933  -0.880
C -3.11798 3.62122 3.93948  -0.137
O -2.03019 4.51201 4.43603  -0.560
H -2.38785 2.26044 5.46388  0.306
H -2.44097 1.45088 3.84605  0.023
H -3.83005 1.66742 4.66064  0.445
H -4.05708 4.14008 4.13175  0.356
H -2.95515 3.64291 2.86193  0.154
H -1.93985 5.25279 3.83213  0.277
C 2.95230 -5.53586 -0.37774  -0.933
C 1.46180 -5.40274 -0.78467  -0.135
O 1.48556 -4.79262 -2.07311  -0.520
H 3.48204 -4.58864 -0.27656  0.118
H 3.58175 -6.13655 -1.03428  0.354
H 3.20423 -5.94558 0.60041  0.379
H 0.94487 -4.91833 0.04372  0.027
H 0.96423 -6.37142 -0.73792  0.292
H 1.60216 -5.50267 -2.70859  0.291
C 4.24603 1.36705 1.18769  -0.216
C 4.56123 0.50315 0.02608  0.430
O 5.85393 0.69948 -0.51380  -0.616
H 3.19027 1.27130 1.44130  -0.183
H 4.33846 2.37842 0.79186  -0.176
H 4.87506 1.18600 2.05926  0.419
H 3.88476 0.95514 -0.69933  -0.291
H 4.32495 -0.55246 0.15996  0.296
H 5.86681 0.32091 -1.39590  0.316
C 2.78541 -4.31289 3.96991  -0.751
C 4.15719 -3.57041 4.01113  -0.173
O 4.54848 -3.28319 5.29209  -0.535
H 2.10822 -4.00867 4.76802  0.361
H 2.84978 -5.39795 4.05123  0.271
H 2.19043 -4.10647 3.08024  0.091
H 4.17664 -2.65143 3.42531  0.119
H 4.94176 -4.05477 3.42979  0.314
H 5.45087 -2.96027 5.34691  0.301
C 2.90596 -1.03605 -3.11295  -0.067
C 3.78290 -2.30476 -2.83095  -0.110
O 3.28395 -3.20876 -3.73426  -0.571
H 3.27003 -0.62137 -4.05295  0.402
H 3.18951 -0.24690 -2.41658  -0.408
H 1.81655 -1.06833 -3.09708  0.244
H 3.66073 -2.64709 -1.80334  -0.137
H 4.83726 -2.02859 -2.84379  0.279
H 2.63704 -3.72910 -3.25221  0.499
C 1.06532 0.85451 3.87430  -0.925
C 1.12191 2.31972 3.36684  -0.313
O 0.93932 2.45585 1.95309  -0.327
H 0.61667 0.23289 3.09946  -0.071
H 0.37447 0.67550 4.69818  0.321
H 2.09095 0.53172 4.05320  0.358
H 2.14329 2.70007 3.35243  0.424
H 0.42985 3.00792 3.85216  0.437
H 1.17592 3.34927 1.69344  -0.037
C -0.53633 -2.24884 -5.89690  -1.053
C 0.83084 -1.76147 -6.29635  0.103
O 1.88066 -2.79914 -6.22358  -0.578
H -0.75318 -2.13127 -4.83518  0.204
H -0.54456 -3.27528 -6.26358  0.344
H -1.30994 -1.63048 -6.35216  0.373
H 1.02145 -0.86162 -5.71150  -0.088
H 0.76152 -1.36290 -7.30849  0.352
H 2.26557 -2.76079 -5.34497  0.407
C -0.98437 2.35011 -5.22043  -1.021
C -0.38520 1.51840 -6.34768  -0.026
O 1.02358 1.50217 -6.28895  -0.532
H -0.94202 1.82907 -4.26397  0.240
H -2.05523 2.53892 -5.29615  0.425
H -0.54302 3.34562 -5.17305  0.235
H -0.60333 2.01632 -7.29245  0.376
H -0.89933 0.56445 -6.46493  0.023
H 1.33137 2.35914 -6.59302  0.298



This record from the Open Molecules 2025 dataset describes 2 unconnected molecules or ions with the total composition C31H39N3OS2 at a distorted geometry. The level of theory is ωB97M-V with the def2-TZVPD basis set.

Calculated values
* gap between HOMO and LUMO: 0.1691 Ha
* DFT total energy: -60964.6052 eV
* M: 533.81 u

Each line ends with the Mulliken charge.
CARTESIAN COORDINATES (ANGSTROEM)
C -1.90171 0.33200 3.99156  -1.494
C -1.60109 -0.84183 3.06960  0.503
C -0.19866 -1.34471 3.25004  -1.228
O -1.85928 -0.41916 1.69715  -0.347
C -1.94252 -1.40329 0.74177  0.248
S -2.10077 -1.00494 -0.88246  -0.219
S -1.86444 -3.00548 1.15680  -0.401
H -1.60206 0.08280 5.01222  0.413
H -1.36888 1.24404 3.71032  0.321
H -2.97025 0.55563 4.01937  0.340
H -2.30138 -1.64697 3.34194  0.306
H -0.00376 -1.48497 4.32193  0.395
H -0.05956 -2.31148 2.74455  0.314
H 0.52847 -0.63238 2.83965  0.307
C -4.79733 5.67684 -1.95767  -1.136
N -4.75622 4.64865 -0.93337  0.028
C -4.68355 5.16484 0.42478  -0.926
C -4.69606 3.31907 -1.25553  2.359
C -4.47758 2.30387 -0.26949  -1.018
C -4.35064 0.97605 -0.62325  -0.940
C -4.42524 0.56201 -1.97566  0.963
C -4.20023 -0.82440 -2.33553  -1.503
C -4.12250 -1.22550 -3.67702  -0.036
C -4.27942 -2.51915 -4.22562  0.378
C -4.00430 -2.74903 -5.64662  0.625
C -3.37758 -1.75916 -6.45554  -1.111
C -3.04355 -1.99611 -7.77949  -0.784
C -3.34614 -3.24053 -8.39756  1.156
N -2.96878 -3.48233 -9.69200  0.062
C -2.70752 -4.82754 -10.17301  -1.163
C -2.79217 -2.42593 -10.67003  -1.020
C -4.01280 -4.22695 -7.61621  -0.672
C -4.38644 -3.95070 -6.31010  -0.750
C -4.72033 -3.62088 -3.35771  0.219
C -5.63550 -3.39241 -2.30571  -0.784
C -5.98565 -4.38334 -1.40915  -0.664
C -5.58169 -5.72441 -1.63586  0.578
N -6.02999 -6.73132 -0.80574  0.126
C -6.24601 -8.07837 -1.30827  -1.191
C -6.14553 -6.56245 0.64054  -1.009
C -4.73869 -5.99074 -2.74833  -0.591
C -4.26898 -4.95339 -3.53656  -0.734
C -4.68106 1.55062 -2.95538  -1.135
C -4.80538 2.89167 -2.60589  -0.764
H -5.49243 5.38854 -2.75671  0.361
H -5.14063 6.61702 -1.50983  0.368
H -3.80956 5.86029 -2.41974  0.309
H -4.49201 4.36941 1.15249  0.266
H -3.89398 5.93174 0.51807  0.350
H -5.63580 5.65633 0.69538  0.306
H -4.34957 2.57263 0.77482  0.128
H -4.15105 0.24855 0.16771  0.372
H -4.36999 -1.56133 -1.54404  0.944
H -3.85944 -0.43290 -4.37976  -0.167
H -3.15282 -0.76173 -6.07950  0.305
H -2.51675 -1.23459 -8.35226  0.310
H -2.46515 -5.48478 -9.33387  0.423
H -3.56335 -5.25258 -10.71519  0.326
H -1.85639 -4.80532 -10.86342  0.332
H -3.02215 -1.45051 -10.23493  0.297
H -1.75547 -2.41979 -11.03356  0.346
H -3.45719 -2.59079 -11.53241  0.339
H -4.26995 -5.19292 -8.05789  0.419
H -5.01354 -4.67962 -5.80090  0.686
H -6.10056 -2.41391 -2.17979  0.686
H -6.63042 -4.15226 -0.56624  0.454
H -6.45488 -8.04460 -2.38420  0.394
H -5.36660 -8.72152 -1.14831  0.349
H -7.10517 -8.53608 -0.79298  0.337
H -5.90973 -5.53288 0.93635  0.324
H -7.16233 -6.80451 0.98391  0.312
H -5.44304 -7.24124 1.15920  0.323
H -4.42932 -7.01566 -2.96653  0.468
H -3.55586 -5.17802 -4.33094  0.780
H -4.77624 1.28413 -4.01342  0.393
H -4.97162 3.60419 -3.41654  0.139